Computed, not measured: a cluster of 11 separate species, C44H106O20 in total, with ωB97M-V/def2-TZVPD.

Spin multiplicity = 1
SMILES = C1CCOC1.C1CCOC1.COCCOC.COCCOC.COCCOC.COCCOC.COCCOC.COCCOC.COCCOC.COCCOC.COCCOC
HOMO level = -9.20 eV
E_LUMO = 0.72 eV
Energy = -88285.3783 eV

Element x y z (Å)
C  2.3307  4.7187  -0.8601
C  2.4895  3.8808  0.3783
C  2.8673  4.9358  1.3955
O  3.8180  5.7504  0.6948
C  3.4381  5.7826  -0.6785
H  1.3780  5.2252  -1.0312
H  2.4447  4.1611  -1.7957
H  3.2816  3.1327  0.3324
H  1.5548  3.3860  0.6517
H  3.2407  4.5165  2.3286
H  2.0163  5.5722  1.6624
H  4.3250  5.6038  -1.2917
H  3.0569  6.7740  -0.9477
C  -3.4994  -5.3834  0.6686
C  -2.3410  -5.5038  -0.3243
C  -2.9196  -4.8847  -1.5735
O  -3.7044  -3.7718  -1.1031
C  -4.1898  -4.0918  0.1929
H  -3.1453  -5.3237  1.6931
H  -4.1166  -6.2668  0.4907
H  -2.0233  -6.5322  -0.5127
H  -1.4482  -4.9739  0.0111
H  -3.6199  -5.5654  -2.0744
H  -2.2092  -4.5554  -2.3304
H  -5.2810  -4.1186  0.2109
H  -3.8922  -3.3244  0.9181
C  -3.7509  1.2026  2.4615
O  -4.1715  0.1054  3.2492
C  -5.1582  -0.6520  2.5815
C  -5.4292  -1.8816  3.4292
O  -4.3093  -2.7413  3.3442
C  -4.2691  -3.7072  4.3812
H  -4.5280  1.9737  2.4738
H  -3.5579  0.9318  1.4208
H  -2.8197  1.6065  2.8551
H  -4.7677  -0.9703  1.6093
H  -6.0861  -0.0755  2.4888
H  -6.3257  -2.4224  3.0955
H  -5.6349  -1.5584  4.4574
H  -5.2767  -4.0288  4.6747
H  -3.8544  -3.2939  5.3080
H  -3.6861  -4.5303  3.9760
C  2.7180  -5.6517  6.5089
O  2.1059  -5.4142  5.2637
C  0.7504  -5.7733  5.2953
C  0.0447  -5.3920  4.0172
O  0.1586  -3.9859  3.8606
C  -0.4150  -3.5645  2.6525
H  2.7254  -6.7364  6.6840
H  2.1733  -5.1828  7.3349
H  3.7466  -5.3018  6.5217
H  0.2515  -5.2229  6.1046
H  0.6465  -6.8556  5.4506
H  -1.0138  -5.6675  4.0753
H  0.5138  -5.8809  3.1540
H  -0.0520  -4.1470  1.7963
H  -0.1614  -2.5267  2.4411
H  -1.5135  -3.6161  2.6736
C  -0.0996  1.0714  0.1366
O  -1.3848  0.5843  -0.1260
C  -1.7008  -0.6736  0.4096
C  -1.1107  -1.8274  -0.3547
O  0.3037  -1.9113  -0.2488
C  0.8634  -2.8384  -1.1324
H  -0.0264  2.0823  -0.2560
H  0.7074  0.4447  -0.2553
H  0.1233  1.1062  1.2153
H  -2.7827  -0.7928  0.3376
H  -1.4304  -0.7244  1.4728
H  -1.3662  -1.7521  -1.4205
H  -1.4887  -2.7816  0.0273
H  0.5519  -2.5799  -2.1571
H  0.5029  -3.8635  -0.9634
H  1.9478  -2.8202  -1.0913
C  -0.5133  3.1101  -2.9954
O  -1.0528  4.2498  -2.3734
C  -1.0222  5.4168  -3.1738
C  -1.5039  6.5576  -2.3053
O  -2.8197  6.3087  -1.8719
C  -3.2351  7.3194  -0.9896
H  0.5336  3.2153  -3.2916
H  -1.1495  2.7318  -3.8029
H  -0.5450  2.2989  -2.2641
H  -1.7097  5.2804  -4.0172
H  -0.0106  5.6251  -3.5378
H  -1.4805  7.4527  -2.9458
H  -0.8263  6.7103  -1.4590
H  -4.1884  7.0549  -0.5371
H  -3.3854  8.2791  -1.5064
H  -2.4892  7.5308  -0.2142
C  1.3823  1.3918  -9.3987
O  2.1012  1.0595  -8.2303
C  1.4521  1.4584  -7.0443
C  0.5821  0.3449  -6.4665
O  0.3563  0.6341  -5.1132
C  -0.5098  -0.3026  -4.5174
H  1.9155  1.0131  -10.2675
H  1.2946  2.4766  -9.5288
H  0.3813  0.9509  -9.3618
H  0.9393  2.4171  -7.1567
H  2.2511  1.6148  -6.3116
H  1.1171  -0.6064  -6.5722
H  -0.3474  0.2817  -7.0500
H  -0.8150  0.0203  -3.5238
H  -0.0240  -1.2881  -4.4636
H  -1.4179  -0.4644  -5.1107
C  3.8209  -4.2729  0.6073
O  3.6806  -5.5028  1.3105
C  4.2024  -5.4759  2.6136
C  5.7119  -5.3717  2.7426
O  6.2828  -6.5826  2.3016
C  7.6849  -6.6464  2.3589
H  4.8870  -4.0621  0.4788
H  3.4111  -3.4262  1.1715
H  3.2917  -4.4379  -0.3243
H  3.8372  -6.3668  3.1226
H  3.7991  -4.6431  3.2115
H  5.9054  -5.1957  3.8101
H  6.1432  -4.5548  2.1542
H  7.9877  -6.5969  3.4170
H  8.2040  -5.8055  1.8819
H  7.9922  -7.5892  1.9199
C  2.1995  5.4483  6.0380
O  1.0997  5.3438  5.1604
C  0.6180  4.0204  5.0357
C  -0.5309  3.9960  4.0648
O  -0.0790  4.3803  2.7900
C  -1.1008  4.3615  1.8381
H  1.9988  4.9012  6.9648
H  2.3526  6.5064  6.2341
H  3.1093  5.0516  5.5727
H  0.3246  3.6364  6.0189
H  1.4212  3.3881  4.6300
H  -1.3459  4.6516  4.3872
H  -0.8474  2.9422  4.0478
H  -0.7216  4.5227  0.8245
H  -1.8221  5.1724  2.0010
H  -1.6447  3.4120  1.7498
C  -4.4867  4.1369  -0.2489
O  -4.4938  2.7516  -0.5062
C  -3.9392  2.4085  -1.7452
C  -4.3455  0.9750  -2.0448
O  -3.4580  0.3984  -2.9596
C  -3.8569  -0.9179  -3.2878
H  -4.9923  4.6623  -1.0696
H  -3.4642  4.5234  -0.2049
H  -5.0207  4.3396  0.6772
H  -2.8501  2.5332  -1.7634
H  -4.2766  3.0835  -2.5460
H  -5.3898  0.9999  -2.3939
H  -4.3938  0.3855  -1.1167
H  -3.7070  -1.5887  -2.4346
H  -3.2726  -1.2705  -4.1350
H  -4.9131  -0.9344  -3.5774
C  4.5774  -1.6389  -2.1244
O  3.5015  -1.3980  -3.0025
C  2.6761  -0.3151  -2.6070
C  3.1938  1.0345  -3.0435
O  4.3953  1.3494  -2.3764
C  4.9450  2.5765  -2.7695
H  5.0755  -2.5638  -2.4035
H  4.2221  -1.7047  -1.0866
H  5.3056  -0.8253  -2.1420
H  2.5378  -0.4139  -1.5220
H  1.6770  -0.4492  -3.0244
H  2.4236  1.7786  -2.7711
H  3.3134  1.1141  -4.1306
H  4.3108  3.4350  -2.5360
H  5.1256  2.5954  -3.8543
H  5.9305  2.6842  -2.3224


Computed, not measured: a structure of composition C44H108O19, with ωB97M-V/def2-TZVPD.

Spin multiplicity = 1
HOMO level = -7.42 eV
E_LUMO = 0.12 eV
Energy = -86231.5647 eV

Element x y z (Å)
C  3.6108  4.9662  -1.0390
C  4.0901  5.9821  -0.0527
C  2.7519  6.5211  0.4731
O  1.6626  6.0396  -0.3677
C  2.1567  4.7830  -0.7764
H  4.0664  3.9800  -0.9497
H  3.8437  5.2415  -2.0677
H  4.6232  6.7990  -0.5391
H  4.7228  5.6218  0.7584
H  2.7311  7.5994  0.6306
H  2.5434  6.1600  1.4802
H  1.7480  4.5203  -1.7522
H  1.9059  3.9707  -0.0941
C  -2.8686  -3.6070  -2.2156
C  -4.3586  -3.9260  -2.0113
C  -4.6286  -4.8719  -3.1455
O  -3.5795  -4.5902  -4.0212
C  -2.8015  -3.4895  -3.6689
H  -2.1572  -4.3718  -1.9039
H  -2.5725  -2.6568  -1.7712
H  -4.9684  -3.0242  -2.0668
H  -4.6327  -4.3596  -1.0496
H  -5.6339  -4.6585  -3.5086
H  -4.5075  -5.9159  -2.8569
H  -3.1536  -2.5327  -4.0544
H  -1.7880  -3.6072  -4.0526
C  0.8067  -1.7046  -6.0252
C  -0.6050  -1.5977  -5.4743
C  -0.4321  -2.2468  -4.1067
O  0.4339  -3.3435  -4.3500
C  1.3015  -3.0005  -5.4353
H  1.3764  -0.8307  -5.7092
H  0.7889  -1.6666  -7.1144
H  -1.3459  -2.1291  -6.0716
H  -1.0906  -0.6262  -5.3816
H  -1.3287  -2.5004  -3.5410
H  0.0389  -1.5149  -3.4506
H  1.2666  -3.8026  -6.1725
H  2.3838  -3.0621  -5.3221
C  -1.8422  1.2341  -0.1324
C  -2.7390  2.0190  0.8335
C  -3.7999  2.5942  -0.1296
O  -3.9123  1.5822  -1.1222
C  -2.6952  0.9526  -1.3731
H  -1.6223  0.2895  0.3651
H  -0.9547  1.7748  -0.4612
H  -2.2311  2.7689  1.4399
H  -3.3396  1.4259  1.5231
H  -3.4013  3.4143  -0.7268
H  -4.7497  2.9217  0.2931
H  -2.2176  1.4415  -2.2222
H  -2.7862  -0.0897  -1.6787
C  -1.2065  0.5380  4.9586
C  -2.3686  1.0181  4.0733
C  -1.9358  0.7334  2.6891
O  -0.8661  -0.2602  2.8286
C  -0.1132  0.0998  3.9556
H  -1.3444  -0.3356  5.5957
H  -0.8924  1.3505  5.6138
H  -2.5668  2.0831  4.1934
H  -3.2707  0.4999  4.3985
H  -1.6159  1.6517  2.1967
H  -2.7086  0.4118  1.9910
H  0.5691  0.8954  3.6563
H  0.5318  -0.7053  4.3076
C  1.2198  1.1362  -2.4873
C  0.8656  2.5741  -2.5477
C  -0.3113  2.5923  -3.5088
O  -0.9805  1.2743  -3.2343
C  -0.1540  0.4688  -2.4105
H  1.8929  0.9102  -1.6602
H  1.7401  0.8762  -3.4091
H  1.7142  3.1865  -2.8525
H  0.5829  2.8873  -1.5427
H  0.0842  2.5923  -4.5246
H  -1.0120  3.4116  -3.3479
H  -0.0302  -0.5334  -2.8208
H  -0.5180  0.4346  -1.3836
C  -3.8109  -3.0818  1.1817
C  -2.3934  -2.7003  0.7804
C  -2.3832  -1.2453  1.0520
O  -3.7285  -0.7618  0.8148
C  -4.6328  -1.8212  0.9354
H  -3.9263  -3.3160  2.2400
H  -4.2306  -3.9432  0.6622
H  -2.1927  -2.9641  -0.2580
H  -1.7583  -3.2703  1.4586
H  -1.5754  -0.7793  0.4878
H  -2.1104  -1.0481  2.0887
H  -5.1105  -1.9562  -0.0350
H  -5.3536  -1.6107  1.7255
C  1.5010  -1.9659  2.8141
O  2.8743  -1.9678  3.1800
H  0.8993  -2.6952  3.3564
H  0.9529  -1.0551  3.0552
H  1.3774  -2.2006  1.7569
H  3.2469  -1.2734  2.6319
C  -1.0132  -2.9630  3.4467
O  -0.6383  -2.2820  2.2918
H  -2.0998  -3.0404  3.4836
H  -0.6711  -3.9979  3.4403
H  -0.7827  -2.4358  4.3724
H  -0.7744  -1.3422  2.4321
C  3.3117  -0.6908  0.6936
O  3.5478  -0.4041  2.0498
H  2.6574  -1.5598  0.6236
H  2.6280  0.0396  0.2609
H  4.1916  -0.7348  0.0517
H  4.0030  0.4385  2.1165
C  3.8049  -2.2077  -1.4830
O  2.4584  -1.8075  -1.5991
H  4.0861  -3.1280  -1.9950
H  4.5058  -1.4499  -1.8331
H  4.0015  -2.4329  -0.4348
H  1.9174  -2.4057  -1.0784
C  3.5513  2.3414  2.2448
O  4.5212  1.4404  1.7669
H  2.6933  2.3849  1.5738
H  3.2234  1.9994  3.2264
H  3.8986  3.3745  2.2561
H  4.6520  1.5890  0.8275
C  3.5586  1.4226  -1.0871
O  4.6738  1.6013  -0.2885
H  3.4235  0.3954  -1.4256
H  2.7124  1.6402  -0.4353
H  3.5086  2.1817  -1.8678
H  5.3335  2.0686  -0.8062
C  -0.0117  -5.1976  -2.3355
O  0.5349  -3.8711  -2.4546
H  -0.3432  -5.3004  -1.3023
H  -0.8974  -5.2946  -2.9634
H  0.7797  -5.9298  -2.4955
H  0.5956  -3.6403  -3.3845
C  0.7446  -4.1243  0.4467
O  1.4819  -3.4624  -0.6508
H  0.6009  -5.1915  0.2773
H  1.3342  -4.0095  1.3563
H  -0.2084  -3.6225  0.6140
H  1.0989  -3.8092  -1.4600
C  -0.2740  5.2903  1.4219
O  -0.3347  3.8852  1.6722
C  0.5048  3.4220  2.7722
C  0.0610  3.9235  4.1976
O  -1.1433  3.3107  4.6625
C  -1.3714  3.2703  6.0509
H  -0.8310  5.4496  0.4986
H  0.7147  5.6704  1.1649
H  -0.7753  5.9120  2.1637
H  1.5477  3.6852  2.5955
H  0.5092  2.3349  2.8510
H  -0.1097  4.9954  4.0970
H  0.9397  3.7607  4.8217
H  -2.4076  3.0135  6.2711
H  -1.1182  4.1838  6.5889
H  -0.7146  2.5613  6.5550
C  0.7730  2.1474  1.0313
O  0.8540  0.9682  0.2220
C  0.5316  -0.1876  0.9648
C  0.4134  -1.4183  0.0312
O  -0.6104  -1.2047  -0.8668
C  -0.7995  -2.2842  -1.7400
H  1.2273  3.0447  0.6110
H  1.3063  2.0886  1.9802
H  -0.2816  2.3671  1.1974
H  -0.4557  -0.0925  1.4168
H  1.3328  -0.2590  1.7004
H  0.2799  -2.3184  0.6312
H  1.3441  -1.3302  -0.5294
H  -1.5857  -1.9920  -2.4361
H  -1.2438  -3.1532  -1.2546
H  0.0627  -2.6385  -2.3049